This record from OMol25 describes one molecule with the formula C7H6N4. The level of theory is wB97M-V/def2-TZVPD.

```
17
Properties=species:S:1:pos:R:3:forces:R:3
C 0.909257 -0.749930 -0.785857 0.08 0.19 0.89
C 1.824390 -0.716459 0.473823 -1.46 0.93 -1.13
H 1.529726 1.356260 -1.427617 -1.33 -0.63 2.23
H 1.304000 -1.240619 -1.704260 -0.11 0.66 0.54
C -2.745760 -1.111307 0.228970 -0.54 0.94 1.27
H 2.076334 1.230806 1.369009 -0.17 0.52 1.02
H 2.524534 -1.405744 0.872097 0.27 -0.68 0.41
N -0.476586 1.495281 -0.522685 0.86 0.79 -0.36
H -3.212018 -1.943308 0.764214 0.62 -0.29 -0.83
N -3.492834 -0.051144 0.286722 0.20 0.20 -0.19
C -1.343599 -0.742435 -0.096738 -0.62 0.53 -0.68
N -2.800832 1.083556 -0.140095 0.34 -0.72 0.28
H -3.116434 1.986626 0.204556 -0.02 -0.50 -0.14
C 0.870826 0.865171 -0.568116 -0.72 -0.59 -1.69
C 1.525107 0.555847 0.761520 1.67 0.04 -1.61
C -1.456738 0.761288 -0.228578 1.35 -0.73 -0.21
N -0.338372 -1.417468 -0.464548 -0.42 -0.66 0.19
```
Positions in Å, forces in eV/Å.

Output
Multiplicity: 1
Orbital gap, eV: 8.51
HOMO energy, eV: -8.83
ΔE to the lowest compared entry with this formula, charge and spin, eV: 3.427
SMILES: C1=C[C@H]2N=c3cn[nH]c3=N[C@@H]12

This record from OMol25 describes one molecule with the formula C3H8N2S2. The level of theory is wB97M-V/def2-TZVPD.

```
15
Properties=species:S:1:pos:R:3:forces:R:3
H -1.669656 1.203669 -1.435382 -0.10 0.22 -0.16
N 0.049519 0.520663 -0.504388 -0.40 0.98 0.07
C 1.155738 1.080777 0.162811 0.37 -1.17 1.16
S 3.123179 -0.669656 -0.413068 -0.51 0.66 0.09
H -1.052417 -2.812905 0.522323 -0.03 0.26 0.22
H -1.873433 1.079250 0.299780 0.19 0.02 0.14
H -0.867209 2.407260 -0.375894 -0.29 -0.32 -0.08
C -1.166161 1.355165 -0.487947 0.44 0.20 -0.14
H -1.785917 -1.232442 0.966533 -0.30 -0.11 0.31
H 2.149424 -1.071039 -1.242210 0.12 -0.24 -0.10
N 2.361688 0.673774 0.305982 -0.64 0.30 -0.20
C -0.869631 -1.749600 0.724480 0.41 0.08 -0.39
S -0.281191 -1.088723 -0.860263 0.43 -0.37 0.08
H 0.844905 1.922630 0.827989 0.44 -0.37 -0.83
H -0.118837 -1.618824 1.509251 -0.12 -0.14 -0.17
```
Positions in Å, forces in eV/Å.

Output
Multiplicity: 1
Orbital gap, eV: 8.91
HOMO energy, eV: -8.22
ΔE to the lowest compared entry with this formula, charge and spin, eV: 1.855
SMILES: CSN(C)/C=N\S

This record from OMol25 describes C3H5O3Tl as an isolated structure. The level of theory is wB97M-V/def2-TZVPD.

```
12
Properties=species:S:1:pos:R:3:forces:R:3
C 0.613204 1.038061 -0.026314 0.53 0.99 0.10
O -0.107478 -0.399726 1.732487 1.94 0.19 -1.00
C -0.477029 0.763004 0.951642 -0.14 0.39 -1.07
H 0.612730 -1.946550 -3.051185 0.01 0.07 0.31
H 0.801739 -0.599141 1.353709 -0.84 0.32 0.43
O 0.392775 0.435405 -1.368008 -1.11 -0.29 -0.01
H -0.564678 1.622923 1.638244 0.04 -0.28 -0.29
H 0.534616 2.109472 -0.277374 0.31 -0.22 0.10
O 0.176081 -1.153023 -2.724732 -0.38 0.04 -1.09
C 0.871471 -0.715444 -1.667500 0.61 0.01 1.17
H -1.465200 0.542935 0.503284 0.14 -0.03 0.26
Tl -1.388231 -1.697916 2.935747 -1.11 -1.19 1.09
```
Positions in Å, forces in eV/Å.

Output
Multiplicity: 2
Orbital gap (alpha / beta), eV: 4.45 / 6.21
HOMO energy (alpha / beta), eV: -1.23 / -2.98
<S²>: 0.75
Net charge: -1

This record from OMol25 describes an isolated ion of composition C4H2NS3 and charge -1. The level of theory is wB97M-V/def2-TZVPD.

```
10
Properties=species:S:1:pos:R:3:forces:R:3
H 0.407705 -0.842098 0.513702 1.23 1.24 -0.50
C -0.033186 0.010154 -0.036555 -1.04 -1.16 1.13
N -3.559449 0.162775 -0.561235 -1.38 0.78 -0.91
S -5.077023 -1.898524 0.154110 -0.94 -0.67 -0.02
S -2.072502 -1.673893 0.613814 -1.09 0.08 -0.88
H 0.185363 1.045444 -0.266209 1.02 -0.27 -0.18
S -1.837007 2.182041 -1.415392 -1.09 -2.43 1.36
C -2.346063 0.621529 -0.629454 0.83 3.29 -2.02
C -1.332446 -0.255514 -0.100999 0.54 -0.63 0.65
C -3.729437 -1.051185 -0.078225 1.91 -0.23 1.36
```
Positions in Å, forces in eV/Å.

Output
Multiplicity: 1
Orbital gap, eV: 7.03
HOMO energy, eV: -4.30
ΔE to the lowest compared entry with this formula, charge and spin, eV: 0.000
SMILES: C=C1SC([S-])=NC1=S
Net charge: -1

This record from OMol25 describes one molecule with the formula CH2Cl2O3P2. The level of theory is wB97M-V/def2-TZVPD.

```
10
Properties=species:S:1:pos:R:3:forces:R:3
O -1.832409 2.484164 -1.838918 1.57 2.91 -1.72
H 0.601423 -1.223425 2.034550 -0.18 -0.70 -0.32
H 1.985039 -1.163872 0.930761 0.99 0.05 -0.29
P -2.635788 1.480303 -1.280257 0.76 -4.18 2.89
O 1.097018 -0.051916 -1.286043 -0.50 0.85 -0.86
O -1.368025 0.370870 -0.326675 -0.66 0.22 -0.72
C 0.940688 -1.314854 0.997577 -2.90 2.64 -0.63
P 0.220525 0.197554 -0.143136 0.58 -1.39 0.75
Cl 0.612872 1.879624 0.887533 0.27 0.40 0.34
Cl 0.378655 -2.658447 0.024608 0.07 -0.79 0.56
```
Positions in Å, forces in eV/Å.

Output
Multiplicity: 1
Orbital gap, eV: 8.21
HOMO energy, eV: -9.92
ΔE to the lowest compared entry with this formula, charge and spin, eV: 0.993
SMILES: O=PO[P@@](=O)(Cl)CCl

This record from OMol25 describes one molecule with the formula C5H9N. The level of theory is wB97M-V/def2-TZVPD.

```
15
Properties=species:S:1:pos:R:3:forces:R:3
C 1.184152 -0.655124 1.268251 -0.39 -1.90 -1.21
N -0.065936 0.766504 -0.302281 -1.52 -0.28 -0.28
H -2.080288 2.164214 -0.948324 0.21 0.88 -0.37
H -1.853607 2.025542 -2.860279 -0.62 -0.08 0.06
C -0.792390 0.741862 -1.571137 1.42 1.59 0.53
H -0.317582 0.063828 -2.280492 -0.41 0.04 -0.43
C 1.079591 -1.457967 2.327586 -0.36 0.55 0.25
H 1.808941 -1.521172 3.116997 0.56 -0.23 -0.21
C 0.076287 -0.589153 0.239045 0.70 0.73 -0.28
H -0.875762 -0.865263 0.693051 0.03 -0.23 -0.22
C -1.617204 1.761881 -1.841731 0.36 -1.65 0.37
H 0.817191 1.216711 -0.522962 0.03 -0.22 0.32
H 0.323189 -1.208625 -0.646873 -0.14 -0.56 0.59
H 2.138142 -0.402630 0.802746 0.15 0.79 0.93
H 0.175279 -2.040604 2.526401 -0.01 0.56 -0.05
```
Positions in Å, forces in eV/Å.

Output
Multiplicity: 1
Orbital gap, eV: 10.16
HOMO energy, eV: -8.99
ΔE to the lowest compared entry with this formula, charge and spin, eV: 2.528
SMILES: C=CCNC=C

Table of largest force on an atom (Eh/bohr), in record order: 0.052, 0.033, 0.043, 0.077, 0.100, 0.045
Table of electronic energy (hartree), in record order: -489.231478, -1024.932801, -515.361818, -1402.976696, -1868.189814, -250.574045